This record from the OMol25 dataset describes an isolated ion of composition C3H9O2P2 and charge -1 at a distorted geometry. The level of theory is ωB97M-V/def2-TZVPD.

Each line ends with the natural charge from an NBO analysis.
Geometry (Å):
C1 1.581 0.737 -0.858  -0.6108
C2 0.125 1.130 1.206  -0.6901
C3 0.154 0.519 -0.226  -0.5724
O1 0.222 -1.786 1.281  -1.0657
O2 -0.153 -1.963 -1.318  -1.0683
P1 -2.481 -0.910 0.309  -0.1264
P2 -0.302 -1.245 -0.009  1.7947
H1 2.388 0.580 0.066  0.1900
H2 1.703 -0.057 -1.724  0.2369
H3 1.661 1.774 -1.133  0.1890
H4 0.583 0.209 1.703  0.2648
H5 -0.935 1.110 1.548  0.2226
H6 0.654 2.105 1.290  0.1927
H7 -0.521 0.853 -0.987  0.2074
H8 -2.323 -2.277 -0.010  -0.0703
H9 -2.355 -0.780 -1.138  -0.0941

- charge = -1
- gap between HOMO and LUMO (spin up / spin down) (eV) = 3.56 / 6.76
- multiplicity = 3
- E_LUMO (spin up / spin down) (eV) = 4.0 / 1.3
- energy above the lowest of the compared OMol25 structures with the same formula, charge and spin (kJ/mol) = 41.2